No. 1
Entry from the OMol25 dataset: a single C4H8N2 molecule at a distorted geometry (the ωB97M-V functional and the def2-TZVPD basis).

As for the orbital gap: 10.18 eV. The calculation puts the HOMO energy at -9.35 eV. The molar mass is 84.12 g mol⁻¹. Its SMILES is CN(C)CC#N.

XYZ file:
```
14
Properties=species:S:1:pos:R:3:forces:R:3
C -1.0773 0.2557 0.3806 -0.154 0.044 -0.052
H 0.5800 0.7850 -1.8654 -0.088 -0.163 0.045
H 1.2049 0.0201 1.6629 0.027 0.007 -0.137
H -0.9492 1.3116 0.6767 0.005 -0.129 -0.047
N 0.1434 -0.3594 -0.1068 -0.010 0.096 -0.034
H -0.6361 -0.5176 -2.0455 0.195 0.033 0.061
C -1.6567 -0.4755 1.5264 -0.432 -0.423 0.744
H 1.4983 1.2169 0.3631 -0.049 -0.176 0.070
H -1.8342 0.2409 -0.4104 0.087 -0.015 0.117
H 2.1999 -0.4193 0.2599 -0.155 0.086 0.086
C 1.3183 0.1454 0.5819 0.113 -0.043 0.108
N -2.1652 -1.0363 2.4006 0.574 0.557 -0.819
C 0.2972 -0.2369 -1.5460 -0.032 -0.040 -0.159
H 1.0767 -0.9307 -1.8780 -0.083 0.166 0.017
```
Positions in Å, forces in eV/Å.

***

No. 2
Entry from the OMol25 dataset: a molecular structure, C18H26FGaNO5S4 (the ωB97M-V functional and the def2-TZVPD basis).

As for the orbital gap: 7.42 eV. As for the net charge: -1. The calculation puts the HOMO energy at -4.98 eV. The molar mass is 553.40 g mol⁻¹.

XYZ file:
```
56
Properties=species:S:1:pos:R:3:forces:R:3
H -5.9363 2.1375 -2.4264 -0.024 0.026 0.012
C -0.1895 -1.8161 -0.1212 -0.120 0.040 0.105
C 3.1789 0.8798 2.9783 0.085 -0.008 0.089
S -2.9791 0.4754 -0.9179 0.160 -0.211 -0.066
C -3.7225 0.2389 0.7499 -0.078 0.010 0.015
C -0.1868 -1.3140 -2.4217 0.010 -0.026 -0.041
H -6.0363 1.3184 -0.8659 -0.013 -0.021 0.025
H -0.5819 -3.9482 -0.3743 -0.006 0.008 -0.002
O 2.3108 0.3880 -2.2705 0.307 0.374 -0.072
S -0.2641 1.5468 0.9076 0.200 0.125 0.258
C -4.0211 1.8431 -1.4754 -0.057 0.028 -0.041
H 1.6618 2.9703 5.1695 -0.009 0.013 0.025
H 3.7538 1.6743 4.9014 0.020 0.000 0.020
C 3.4248 -0.6477 0.6905 0.051 -0.114 -0.087
H 2.5922 -1.7403 -0.9476 -0.007 0.002 -0.019
H -4.3114 1.1262 0.9774 0.021 0.018 0.078
O 3.0967 2.1497 -3.7959 0.081 0.004 -0.021
O 4.6762 0.9823 -2.3334 0.057 0.006 0.000
H -3.9561 2.6006 -0.6931 0.043 0.074 -0.041
C 0.9893 1.5963 2.1328 0.011 -0.082 -0.071
H -5.6006 -0.8511 0.6539 -0.013 0.003 -0.028
F -0.1669 1.6788 -2.1301 -0.099 0.035 -0.039
H 0.7057 -1.1734 -3.0298 -0.027 -0.015 0.020
S 3.3413 1.5057 -2.5340 -0.274 -0.225 0.228
C 0.8388 2.3364 3.2828 -0.007 0.027 0.048
S 2.8165 2.7595 -0.9548 0.089 0.058 -0.163
H -1.2253 -1.6759 0.2143 0.021 0.005 0.009
C -0.5866 -2.7789 -2.2408 -0.031 -0.044 -0.049
H 4.1378 -0.9847 -1.2897 0.012 -0.027 0.056
H -4.2090 -1.7619 0.1009 0.030 0.014 0.032
H -0.1789 -3.4101 -3.0301 0.005 -0.001 -0.003
C 1.8251 2.3671 4.2857 -0.018 -0.004 -0.035
C -0.0385 -3.1355 -0.8573 0.026 0.004 0.002
O -3.3833 -0.7196 -1.7351 0.053 0.061 0.010
H -5.4389 0.4447 -2.2802 0.018 0.007 -0.032
H 5.1367 0.1361 3.5162 0.011 0.002 0.022
H -0.0664 2.9163 3.4047 -0.021 0.024 0.012
H -0.9961 -0.7078 -2.8181 -0.001 0.031 -0.034
C 2.1961 0.8412 1.9742 -0.114 -0.001 -0.122
H -1.6732 -2.8713 -2.2530 -0.009 0.034 0.029
O 0.1313 -0.8306 -1.0946 0.180 -0.019 -0.172
C 4.4663 -0.6520 1.6566 -0.025 0.026 -0.025
H -2.8642 0.2296 1.4207 0.021 -0.033 0.001
H 1.0165 -3.4110 -0.9174 0.001 -0.006 0.011
H 5.3447 -1.2557 1.4730 0.007 -0.015 -0.003
C 2.9814 1.6557 4.1428 0.001 -0.019 -0.034
C 3.5649 -1.5122 -0.5238 0.068 -0.047 0.037
H -3.5094 2.2302 -2.3562 0.010 -0.028 -0.039
C -5.4453 1.4123 -1.7779 -0.014 0.006 0.042
H -4.4469 -1.4799 1.8356 -0.034 0.003 0.035
Ga 1.1053 1.1825 -0.9299 -0.506 -0.198 -0.001
N 2.3517 0.0893 0.8410 -0.020 0.124 0.023
C 4.3497 0.1099 2.7716 -0.032 0.028 0.011
H 4.0891 -2.4330 -0.2593 -0.014 -0.017 0.003
C -4.5440 -1.0372 0.8448 -0.046 -0.033 0.003
H 0.4751 -1.6742 0.7291 0.020 -0.023 -0.019
```
Positions in Å, forces in eV/Å.

***

No. 3
Entry from the OMol25 dataset: a molecular structure, C3H4ClNS at a distorted geometry (the ωB97M-V functional and the def2-TZVPD basis).

As for the orbital gap: 9.01 eV. The calculation puts the HOMO energy at -8.89 eV. The molar mass is 121.59 g mol⁻¹.

XYZ file:
```
10
Properties=species:S:1:pos:R:3:forces:R:3
N 0.0316 -1.1131 0.3633 2.925 -5.307 -2.679
S 2.0660 0.0850 1.8029 -1.187 -0.137 -0.584
Cl 0.5547 2.1955 -0.4106 -0.773 0.057 -0.400
C -0.7375 -0.3734 -0.8441 3.866 1.514 0.660
C 0.6888 -0.0751 0.9381 -2.391 0.392 -0.765
C -0.4143 0.7948 0.2159 0.107 2.540 -0.335
H -1.8288 -0.7134 -1.1513 2.641 0.671 0.859
H 0.1915 -0.0136 -1.8506 -3.345 -1.736 2.920
H 0.7496 -2.0408 0.2045 -2.931 2.811 0.452
H -1.3015 1.2541 0.7320 1.090 -0.806 -0.128
```
Positions in Å, forces in eV/Å.

***

No. 4
Entry from the OMol25 dataset: a single C18H8Cl2N2O2 molecule at a distorted geometry (the ωB97M-V functional and the def2-TZVPD basis).

As for the orbital gap: 4.77 eV. The calculation puts the HOMO energy at -7.50 eV. The molar mass is 355.18 g mol⁻¹.

XYZ file:
```
32
Properties=species:S:1:pos:R:3:forces:R:3
C 0.5490 1.8219 2.3807 -1.705 0.986 -0.498
H 1.7128 -0.6406 -4.6591 -0.172 0.223 0.336
C -1.7926 -1.0276 2.4499 -2.248 -1.899 1.869
N -2.8712 2.3660 2.5305 0.897 -0.745 -0.002
C -1.5700 -1.8622 -0.0794 0.676 -0.105 -1.374
H -0.9516 -3.3040 -1.6026 -0.128 -0.118 -0.020
C 1.1736 1.0521 -3.4933 0.458 0.506 0.131
H 1.7953 1.6574 -4.1559 -0.348 -0.020 0.117
Cl 3.2379 2.0151 2.8538 -0.483 -0.390 -0.139
C -0.9317 -2.3041 -1.2035 -0.074 0.515 0.007
H 0.7870 2.7738 -2.3585 -0.159 0.164 -0.344
N -2.6419 -1.6190 3.0252 2.869 2.085 -2.042
C 0.6144 -1.0349 2.0657 -1.053 -2.496 1.221
O 0.5793 -2.2658 2.2209 0.191 2.663 -1.035
C 1.8309 1.0829 2.5301 -0.032 -0.809 0.038
H 0.6495 -2.3275 -3.4748 -0.389 0.641 0.313
Cl 3.2519 -1.1383 2.5673 0.813 -0.807 0.207
H -0.5169 1.9596 -0.6193 0.333 0.132 -0.215
C -0.2129 -1.2093 -1.8626 -0.052 -0.386 1.507
C 0.5798 1.7147 -2.4332 0.625 0.487 -0.038
C 0.5103 -1.3101 -3.0596 0.508 -0.253 -0.269
C -0.6716 1.0566 2.3785 1.034 0.352 -0.834
H -2.2416 -2.4188 0.5494 0.084 -0.213 0.094
C -0.3553 -0.0712 -0.9775 -1.080 -0.016 -1.012
C -0.1196 1.2381 -1.3375 -0.255 -0.332 1.109
C -1.8715 1.7667 2.4929 -1.298 1.113 -0.339
C 1.8191 -0.2729 2.4440 0.208 1.649 -0.838
H -2.0841 0.2704 0.4321 0.868 -1.146 -1.459
C -0.7106 -0.2512 1.7269 0.277 -2.292 2.187
C -1.2149 -0.4611 0.1839 -0.847 1.791 0.721
O 0.5003 3.0444 2.2574 0.970 -0.114 0.428
C 1.1669 -0.3009 -3.7724 -0.489 -1.165 0.176
```
Positions in Å, forces in eV/Å.

***

No. 5
Entry from the OMol25 dataset: 2 unconnected molecules or ions with the total composition C4H11N2Si at a distorted geometry (the ωB97M-V functional and the def2-TZVPD basis).

As for the orbital gap: 10.06 eV. As for the net charge: +1. The calculation puts the HOMO energy at -15.12 eV. The molar mass is 115.23 g mol⁻¹.

XYZ file:
```
18
Properties=species:S:1:pos:R:3:forces:R:3
H 0.8745 2.0631 1.3469 0.576 0.126 0.067
N 2.2196 -0.9162 -0.1860 3.751 2.026 -2.485
N 2.9392 -0.5976 -0.9854 -1.412 -1.167 1.816
H 0.8142 -0.3778 -2.1218 -0.994 -0.238 -0.062
H -0.8237 2.2342 1.4096 -1.268 0.516 0.750
H -1.3858 -1.1851 1.7363 0.100 0.071 -0.237
H -0.1557 0.9299 -2.5027 -0.337 2.312 -1.197
H -1.0927 -0.5671 -2.2122 1.807 0.803 0.142
H 0.9477 -2.5021 0.5772 0.497 4.560 -0.058
C -1.6934 -0.6904 0.8081 -0.045 -0.285 -0.508
H -1.9864 -1.4546 0.0579 -0.171 0.317 0.646
Si -0.3635 0.3061 -0.0063 0.837 -0.583 -0.418
H -2.5261 -0.0478 1.0781 -0.339 -0.041 -0.188
C 1.2107 -1.0779 0.6285 -4.046 -5.131 -1.246
H 1.2138 -0.8687 1.6394 1.176 0.650 2.029
H 0.0147 2.6537 -0.1076 0.071 0.611 0.126
C -0.1800 0.0838 -1.9240 -0.894 -2.702 2.302
C -0.0270 2.0144 0.7640 0.691 -1.845 -1.479
```
Positions in Å, forces in eV/Å.

***

No. 6
Entry from the OMol25 dataset: 2 unconnected molecules or ions with the total composition CH2ClF at a distorted geometry (the ωB97M-V functional and the def2-TZVPD basis).

As for the orbital gap: 10.03 eV. The calculation puts the HOMO energy at -11.38 eV. The molar mass is 68.48 g mol⁻¹.

XYZ file:
```
5
Properties=species:S:1:pos:R:3:forces:R:3
C 0.1351 0.3643 -0.0280 -3.141 -3.486 1.419
Cl -1.4741 0.8555 -0.0029 0.484 -0.072 -0.750
F 0.2059 -1.6952 -0.0696 -0.341 3.000 0.230
H 0.6735 0.1016 -0.8497 1.420 0.333 -2.470
H 0.4596 0.3737 0.9503 1.577 0.226 1.571
```
Positions in Å, forces in eV/Å.

***

No. 7
Entry from the OMol25 dataset: a molecular structure, C16H12CoF8N3S6Sb at a distorted geometry (the ωB97M-V functional and the def2-TZVPD basis).

As for the orbital gap (alpha / beta): 5.15 / 5.17 eV. As for the net charge: -1. The calculation puts the HOMO energy (alpha / beta) at -4.82 / -4.82 eV. The molar mass is 771.37 g mol⁻¹.

XYZ file:
```
47
Properties=species:S:1:pos:R:3:forces:R:3
F -0.6636 2.4048 6.3102 0.069 -0.147 -0.024
C -2.3411 4.0575 -1.0125 0.007 0.452 -0.196
C 0.2354 -1.4305 5.1772 -0.160 0.339 -0.225
H -1.4642 -2.1057 -1.2968 0.103 0.060 0.054
H 1.6583 -4.7579 1.3455 0.101 -0.013 0.029
C -0.1052 -6.3545 -0.0461 -0.105 -0.512 -0.087
H -1.8868 0.8517 -2.9733 0.010 0.046 0.226
C -0.5760 0.7433 4.6293 0.042 -0.326 -0.054
H -1.6017 -4.5623 -1.4367 -0.063 -0.017 -0.080
F 0.5102 -2.7057 4.8536 0.041 0.174 0.145
F -0.1287 -6.8826 -1.2868 -0.036 0.260 -0.146
H 1.7110 -2.2921 1.3196 -0.136 0.040 -0.056
N -2.3908 2.7266 -0.4425 -0.047 -0.105 -0.209
H -2.4536 2.8067 -4.2175 -0.015 -0.012 0.080
S 0.2225 1.8764 1.0948 0.856 1.087 0.405
H -2.9546 4.7137 -0.3926 -0.006 -0.043 -0.043
Co 0.1066 -0.1586 0.5171 -0.400 0.212 -0.422
C 0.1779 0.2738 6.8707 -0.098 -0.139 -0.181
S 2.2644 4.7874 1.2275 0.843 -1.302 -0.595
H -3.9208 3.7202 -2.4444 -0.004 0.071 -0.029
C -0.3445 1.1571 5.9323 0.023 -0.039 0.124
N 0.1138 -2.0873 0.0284 -0.021 -0.724 0.038
C -0.7705 -2.7199 -0.7385 -0.211 -0.122 -0.219
F -1.2499 -6.7476 0.5443 -0.059 0.133 0.054
C 0.4482 -1.0348 6.4858 0.027 0.106 0.044
S 1.8261 0.0607 -0.6987 0.598 1.095 0.133
H -2.7496 4.9726 -2.9184 -0.031 0.037 -0.006
C -2.8636 3.9993 -2.4452 0.138 -0.118 0.108
S -0.6079 -1.1785 2.6275 -0.387 -0.175 -1.041
C -0.2780 -0.5597 4.1991 0.209 0.515 0.668
H -2.2995 2.6303 0.5617 0.138 -0.185 -0.205
C 0.9681 -4.2077 0.7282 -0.279 -0.278 -0.297
F 0.3816 0.6631 8.1419 -0.031 -0.049 -0.250
C -2.0537 2.9597 -3.2122 -0.063 0.513 -0.235
C 0.0231 -4.8591 -0.0528 0.071 0.354 0.051
C 0.9801 -2.8261 0.7268 0.311 -0.088 0.111
Sb 2.0789 2.8979 -0.2200 -3.273 0.332 0.710
S 0.9824 3.8802 -2.0312 1.053 -0.686 0.073
C -0.8521 -4.0974 -0.8167 0.242 -0.228 0.212
N -2.1238 1.7055 -2.4927 0.193 0.055 -0.099
F 0.8926 -6.9736 0.5967 0.180 0.174 0.185
H -1.3088 4.4335 -1.0112 -0.126 -0.110 0.098
F -1.1555 1.6062 3.7890 0.071 -0.143 0.290
F 0.9201 -1.9170 7.3859 -0.037 0.181 -0.076
C -2.1863 1.6359 -1.1653 -0.213 0.291 0.073
S -2.1949 0.0958 -0.4346 0.699 -0.763 0.904
H -1.0095 3.2954 -3.2843 -0.225 -0.202 -0.041
```
Positions in Å, forces in eV/Å.